Entry from the OMol25 dataset: a cluster of 2 separate species, C9H9O3P in total in a non-equilibrium geometry (ωB97M-V/def2-TZVPD).

Last column: natural (NBO) charge in e.
Cartesian coordinates (Å):
C1 2.28 0.55 -0.52  -0.34
C2 1.37 1.56 -0.76  -0.22
C3 1.89 -0.76 -0.45  -0.21
C4 0.02 1.37 -0.93  -0.27
C5 0.54 -1.00 -0.68  -0.28
C6 -0.44 0.04 -0.84  -0.06
C7 -1.30 -0.46 2.19  -0.69
C8 -2.47 -0.38 1.64  0.07
C9 -1.74 -0.37 -1.13  -0.59
O1 -5.29 -0.38 1.46  -1.21
O2 -4.14 -1.97 3.05  -1.17
O3 -3.89 0.59 3.40  -1.16
P1 -4.19 -0.57 2.46  2.32
H1 3.42 0.62 -0.35  0.17
H2 1.77 2.49 -0.89  0.18
H3 2.76 -1.44 -0.26  0.19
H4 -0.71 2.04 -1.22  0.20
H5 -0.06 -1.97 -0.81  0.20
H6 -1.29 -0.94 3.15  0.26
H7 -0.57 -0.05 1.59  0.24
H8 -1.92 -1.35 -1.44  0.18
H9 -2.56 0.42 -1.35  0.20

Computed properties:
**Total charge**: -2
**F_max**: 4.02 eV Å⁻¹
**Total energy**: -915.29546 hartree
**Energy above the lowest of the compared OMol25 structures with the same formula, charge and spin**: 356.8 kJ/mol